Entry 1:
This record from the OMol25 dataset describes a gas-phase ion, C2HBrFOS2 (charge -1) in a non-equilibrium geometry. The level of theory is wB97M-V/def2-TZVPD.

Total energy, eV: -98568.4959
LUMO, eV: 3.2
HOMO-LUMO gap, eV: 7.6
Energy above the lowest of the compared OMol25 structures with the same formula, charge and spin, kcal/mol: 19.34
HOMO, eV: -4.38

Structure (ORCA input):
```
! wB97M-V def2-TZVPD RIJCOSX def2/J DEFGRID3
* xyz -1 1
C -0.487 0.730 -0.883
C 0.132 0.231 0.437
O 0.043 0.841 -1.939
F -0.581 -2.329 0.087
S -1.972 0.658 -0.218
S 0.812 -1.362 0.319
Br 2.344 0.601 0.833
H -0.291 0.630 1.364
*
```

***

Entry 2:
This record from the OMol25 dataset describes a molecular structure, C9H24NbO4 in a non-equilibrium geometry. The level of theory is wB97M-V/def2-TZVPD.

Total energy, eV: -19455.6357
LUMO, eV: 3.0
HOMO-LUMO gap, eV: 7.2
HOMO, eV: -4.25

Structure (ORCA input):
```
! wB97M-V def2-TZVPD RIJCOSX def2/J DEFGRID3
* xyz -1 1
C 1.712 -3.592 0.737
C 2.655 -2.587 1.384
O 3.411 -1.807 0.476
C 2.610 -1.028 -0.416
Nb 1.153 0.632 0.146
C 2.215 2.620 -0.137
C 2.298 3.536 1.093
C -0.007 1.031 -1.790
O -0.860 -0.018 -2.313
C -2.207 0.239 -2.210
O -2.611 0.423 -0.868
C -3.624 -0.421 -0.399
C -4.142 0.148 0.904
O -5.289 -0.562 1.370
H 0.964 -3.096 0.120
H 2.264 -4.317 0.130
H 1.179 -4.137 1.520
H 2.086 -1.918 2.046
H 3.396 -3.120 1.987
H 3.342 -0.443 -1.004
H 2.113 -1.702 -1.136
H -0.064 -0.702 0.554
H -0.174 1.464 1.096
H 1.654 0.577 1.917
H 1.735 3.188 -0.948
H 3.241 2.401 -0.481
H 2.739 4.517 0.856
H 1.317 3.714 1.533
H 2.902 3.085 1.881
H -0.551 1.985 -1.835
H 0.814 1.109 -2.532
H -2.719 -0.626 -2.645
H -2.475 1.162 -2.752
H -4.459 -0.489 -1.120
H -3.226 -1.435 -0.244
H -3.366 0.074 1.666
H -4.386 1.205 0.765
H -5.638 -1.111 0.651
*
```

***

Entry 3:
This record from the OMol25 dataset describes a molecular structure, C8H10N3O2 in a non-equilibrium geometry. The level of theory is wB97M-V/def2-TZVPD.

Total energy, eV: -17010.4895
LUMO (spin up / spin down), eV: -2.7 / -7.1
HOMO-LUMO gap (spin up / spin down), eV: 6.5 / 6.5
Energy above the lowest of the compared OMol25 structures with the same formula, charge and spin, kcal/mol: 10.25
HOMO (spin up / spin down), eV: -9.20 / -13.52

Structure (ORCA input):
```
! wB97M-V def2-TZVPD RIJCOSX def2/J DEFGRID3
* xyz 1 3
C 2.643 0.476 0.228
C 1.557 0.921 0.374
C -0.478 -2.353 -1.605
C 0.286 -2.993 -0.645
C -0.765 -1.188 0.169
C -0.354 1.874 -0.838
C -1.033 -0.094 1.003
C 0.239 1.346 0.541
N -1.071 -1.253 -1.118
N 0.013 -2.248 0.503
N 0.109 2.366 1.484
O 0.196 2.998 -1.270
O -1.255 1.351 -1.429
H 3.416 -0.144 0.021
H -0.721 -2.768 -2.648
H 0.824 -3.949 -0.861
H -1.937 0.535 0.943
H -0.740 -0.095 2.027
H -1.642 -0.567 -1.778
H 0.245 -2.289 1.557
H -0.911 2.575 1.569
H 0.855 3.313 -0.585
H 0.522 2.184 2.361
*
```

***

Entry 4:
This record from the OMol25 dataset describes a molecular structure, C12H16BF4O16PPd in a non-equilibrium geometry. The level of theory is wB97M-V/def2-TZVPD.

Total energy, eV: -69773.5161
LUMO (spin up / spin down), eV: 3.4 / 3.5
HOMO-LUMO gap (spin up / spin down), eV: 1.4 / 1.3
HOMO (spin up / spin down), eV: 2.02 / 2.11

Structure (ORCA input):
```
! wB97M-V def2-TZVPD RIJCOSX def2/J DEFGRID3
* xyz -2 3
Pd -0.044 -0.099 2.149
B 0.811 -2.076 3.213
H -0.136 -2.098 2.573
H 1.612 -2.110 2.366
H 0.893 -1.099 3.806
H 0.739 -2.987 3.927
P -1.141 0.731 4.472
O -2.069 1.670 5.230
O -1.609 -0.463 3.615
O -0.295 0.101 5.632
O -0.112 1.395 3.557
C 4.697 1.244 -0.244
C 3.747 1.275 -1.435
O 2.500 1.507 -0.794
C 2.614 1.241 0.551
O 1.682 1.185 1.288
O 3.865 0.894 0.849
F 3.652 0.027 -1.996
H 5.298 2.152 -0.161
H 5.358 0.394 -0.419
H 4.088 2.009 -2.166
C -3.297 -1.754 -2.053
C -4.295 -0.936 -1.240
O -3.895 -1.336 0.059
C -2.549 -1.492 0.054
O -1.830 -1.474 0.978
O -2.144 -1.709 -1.258
F -5.590 -1.247 -1.436
H -3.143 -1.249 -3.007
H -3.792 -2.718 -2.197
H -4.159 0.144 -1.323
C 1.237 -3.893 -2.380
C 1.134 -2.553 -3.120
O 1.322 -1.637 -2.076
C 0.947 -2.200 -0.903
O 0.760 -1.623 0.104
O 0.841 -3.528 -1.084
F -0.131 -2.367 -3.632
H 2.286 -4.209 -2.422
H 0.635 -4.719 -2.748
H 1.859 -2.289 -3.885
C -1.416 4.116 -1.157
C -1.117 4.615 0.235
O -0.582 3.475 0.866
C -1.033 2.389 0.207
O -0.953 1.269 0.598
O -1.587 2.717 -0.965
F -2.322 4.915 0.874
H -0.525 4.212 -1.788
H -2.227 4.631 -1.662
H -0.585 5.557 0.351
*
```

***

Q: total energy of number 4 (C12H16BF4O16PPd)?
A: -69773.5161 eV

***

Q: The lowest total energy belongs to which entry?
A: C2HBrFOS2

***

Q: Which of these has the highest total energy?
A: C8H10N3O2

***

Q: Among the records above, which one has the highest total energy?
A: C8H10N3O2